Computed, not measured: a molecular structure, C34H42IN5O3S2Ti at a distorted geometry, with ωB97M-V/def2-TZVPD.

Cartesian coordinates (Å):
Ti  0.950  -0.359  -0.974
C  -3.137  5.530  -2.233
C  -2.560  4.170  -1.939
C  -3.202  3.000  -2.261
C  -2.662  1.722  -1.969
C  -3.503  0.644  -2.399
N  -3.632  -0.585  -2.016
C  -3.092  -1.323  -0.857
C  -4.013  -1.189  0.352
C  -3.908  0.159  1.059
N  -2.571  0.328  1.617
C  -2.283  0.228  2.887
C  -0.968  0.164  3.378
C  -0.766  0.065  4.778
C  0.480  -0.061  5.324
C  0.719  -0.150  6.809
C  1.555  -0.087  4.410
C  1.422  -0.034  3.038
C  2.649  0.016  2.240
N  2.769  -0.064  0.976
C  4.124  0.236  0.482
C  4.031  1.420  -0.486
C  2.890  2.357  -0.157
N  1.532  1.875  -0.576
C  0.704  2.835  -0.671
C  -0.688  2.805  -1.126
C  -1.291  4.028  -1.369
C  -1.373  1.609  -1.400
O  -0.811  0.456  -1.198
C  0.127  0.118  2.459
O  -0.079  0.165  1.203
H  -4.198  5.470  -2.471
H  -2.631  5.993  -3.081
H  -3.026  6.197  -1.379
H  -4.171  3.050  -2.749
H  -4.194  0.904  -3.197
H  -4.325  -1.105  -2.541
H  -2.083  -0.974  -0.655
H  -3.024  -2.360  -1.179
H  -3.731  -1.976  1.056
H  -5.050  -1.380  0.068
H  -4.633  0.227  1.868
H  -4.107  0.993  0.383
H  -1.725  0.361  1.022
H  -3.120  0.171  3.579
H  -1.636  0.095  5.429
H  -0.220  -0.112  7.359
H  1.342  0.673  7.161
H  1.223  -1.079  7.076
H  2.563  -0.155  4.812
H  3.550  0.172  2.842
H  4.527  -0.632  -0.032
H  4.782  0.480  1.318
H  3.957  1.079  -1.517
H  4.952  2.002  -0.422
H  3.054  3.316  -0.648
H  2.854  2.545  0.918
H  1.056  3.844  -0.438
H  -0.725  4.925  -1.131
S  2.977  -1.520  -1.905
C  2.669  -0.378  -3.172
C  3.371  -0.228  -4.369
C  2.964  0.748  -5.249
C  1.873  1.565  -4.929
C  1.236  1.360  -3.733
N  1.629  0.403  -2.878
H  4.206  -0.881  -4.578
H  3.483  0.881  -6.189
H  1.528  2.339  -5.600
H  0.383  1.959  -3.439
O  0.674  -2.037  -0.023
S  1.595  -2.996  0.782
C  1.514  -4.564  -0.113
C  0.938  -5.589  0.863
C  -0.133  -4.847  1.658
C  0.534  -3.556  2.127
H  2.501  -4.788  -0.510
H  0.844  -4.346  -0.950
H  1.716  -5.961  1.533
H  0.546  -6.447  0.318
H  -0.496  -5.424  2.507
H  -0.988  -4.617  1.019
H  1.189  -3.711  2.986
H  -0.125  -2.714  2.339
I  0.428  -3.160  -3.722
C  -0.171  -1.525  -2.503
H  -0.965  -1.951  -1.893
H  -0.593  -0.819  -3.211

* gap between HOMO and LUMO: 6.3 eV
* charge: +2
* HOMO level: -12.286 eV
* maximum force: 1.06 eV Å⁻¹
* energy relative to the best compared isomer or geometry (same formula, charge and spin): 0.667 eV

How positive or negative is each atom? The Mulliken charges in e answer that:
1 Ti -0.982
2 C -1.595
3 C -0.345
4 C -1.244
5 C 0.825
6 C -0.598
7 N 0.046
8 C 0.573
9 C -0.931
10 C -0.928
11 N 0.397
12 C 0.063
13 C 0.332
14 C -1.443
15 C 0.104
16 C -1.487
17 C -0.923
18 C 1.496
19 C -0.927
20 N 0.510
21 C -1.222
22 C -0.403
23 C -1.461
24 N 0.922
25 C -0.892
26 C 1.315
27 C -1.158
28 C 0.800
29 O 1.909
30 C -0.376
31 O 0.237
32 H 0.389
33 H 0.330
34 H 0.399
35 H 0.440
36 H 0.556
37 H 0.364
38 H -1.229
39 H 0.611
40 H 0.355
41 H 0.478
42 H 0.540
43 H 0.333
44 H -0.329
45 H 0.508
46 H 0.388
47 H 0.392
48 H 0.356
49 H 0.350
50 H 0.543
51 H 0.259
52 H 0.382
53 H 0.484
54 H -0.011
55 H 0.518
56 H 0.880
57 H 0.348
58 H 0.439
59 H 0.537
60 S -0.463
61 C 0.295
62 C -0.882
63 C -0.435
64 C -1.089
65 C -0.068
66 N 0.775
67 H 0.522
68 H 0.428
69 H 0.490
70 H 0.400
71 O -0.600
72 S 0.441
73 C -0.329
74 C -0.772
75 C -0.590
76 C -0.353
77 H 0.506
78 H -0.073
79 H 0.315
80 H 0.405
81 H 0.486
82 H 0.175
83 H 0.564
84 H -0.112
85 I 0.019
86 C -0.702
87 H -0.127
88 H 0.551